No. 1
The following is a quantum chemistry calculation of a molecular structure, C25H27N7O3S5Sr, from the OMol25 dataset.

Frontier orbital gap = 5.539 eV
ΔE to the lowest compared entry with this formula, charge and spin = 41.87 kJ/mol
Net charge = -2
HOMO = -1.255 eV

Each line ends with the natural charge from an NBO analysis.
Atoms and positions in Å:
Sr 0.279 -0.196 0.259  1.808
C 3.576 -0.281 3.337  -0.680
C 2.110 -0.368 2.959  0.468
O 1.860 -1.038 1.879  -0.888
C 1.185 0.223 3.785  -0.471
C -0.256 0.244 3.629  0.261
C -1.097 0.596 4.830  -0.669
N -0.805 -0.044 2.500  -0.441
N -2.198 -0.033 2.439  -0.494
C -2.611 -0.648 1.351  0.538
O -1.903 -1.250 0.480  -0.849
C -4.096 -0.592 1.127  -0.007
C -4.582 -0.775 -0.164  -0.205
C -5.947 -0.714 -0.414  -0.225
C -6.840 -0.484 0.624  -0.238
C -6.358 -0.302 1.916  -0.239
C -4.994 -0.348 2.164  -0.215
H 4.168 -0.155 2.430  0.217
H 3.898 -1.213 3.810  0.214
H 3.771 0.548 4.017  0.199
H 1.574 0.713 4.670  0.184
H -0.469 0.879 5.675  0.192
H -1.719 -0.256 5.113  0.222
H -1.784 1.408 4.584  0.229
H -3.869 -0.930 -0.964  0.255
H -6.309 -0.834 -1.428  0.200
H -7.905 -0.437 0.428  0.190
H -7.048 -0.116 2.731  0.190
H -4.598 -0.192 3.159  0.227
O 3.420 -3.102 1.655  -0.780
C 3.649 -3.442 0.306  -0.062
C 2.614 -4.439 -0.207  -0.407
C 1.274 -3.775 -0.532  -0.442
C 1.313 -3.055 -1.853  0.242
C 1.275 -3.779 -3.041  -0.280
C 1.384 -3.107 -4.246  -0.163
C 1.523 -1.730 -4.231  -0.273
C 1.522 -1.079 -3.007  0.077
N 1.428 -1.727 -1.842  -0.521
H 2.860 -2.294 1.701  0.508
H 4.645 -3.893 0.241  0.150
H 3.654 -2.550 -0.332  0.169
H 2.477 -5.200 0.566  0.205
H 2.992 -4.948 -1.100  0.185
H 1.007 -3.089 0.276  0.228
H 0.486 -4.531 -0.572  0.212
H 1.157 -4.856 -3.007  0.203
H 1.347 -3.651 -5.183  0.200
H 1.585 -1.148 -5.139  0.220
H 1.571 0.002 -2.961  0.253
S -3.187 5.431 -5.048  -0.282
C -2.236 4.248 -4.333  -0.580
S -0.550 4.391 -4.088  0.419
C -0.219 2.848 -3.314  -0.448
C -1.310 2.042 -3.149  -0.369
S -1.495 0.455 -2.449  -0.512
S -2.808 2.746 -3.759  0.479
S 1.450 2.599 -2.874  -0.451
N 2.557 6.291 -0.540  -0.809
C 2.134 4.987 -0.457  0.644
N 1.041 4.620 -1.146  -0.807
N 2.812 4.199 0.342  -0.676
C 2.248 3.023 0.551  0.512
N 1.739 2.003 0.719  -0.566
H 2.422 6.745 -1.428  0.381
H 3.463 6.435 -0.125  0.390
H 0.671 5.273 -1.819  0.388
H 1.049 3.650 -1.502  0.393


No. 2
The following is a quantum chemistry calculation of a molecular structure, C15H10FeNS3, from the OMol25 dataset.

Frontier orbital gap (spin up / spin down) = 6.019 / 5.728 eV
ΔE to the lowest compared entry with this formula, charge and spin = 149.03 kJ/mol
2S+1 = 6
HOMO (spin up / spin down) = -6.691 / -7.831 eV

Each line ends with the natural charge from an NBO analysis.
Atoms and positions in Å:
Fe -0.071 0.082 -0.205  1.355
S -2.281 1.863 -3.495  0.427
C -1.949 3.173 -2.418  -0.373
C -1.248 2.799 -1.298  -0.268
C -0.937 1.417 -1.287  -0.467
C -1.460 0.765 -2.438  -0.326
C -1.276 -0.621 -2.624  0.227
C -1.705 -1.400 -3.703  -0.256
C -1.448 -2.746 -3.736  -0.110
C -0.734 -3.318 -2.646  -0.288
C -0.331 -2.526 -1.611  0.088
N -0.576 -1.193 -1.547  -0.628
H -2.296 4.160 -2.675  0.235
H -0.967 3.493 -0.526  0.237
H -2.243 -0.922 -4.511  0.230
H -1.775 -3.355 -4.564  0.227
H -0.507 -4.373 -2.624  0.230
H 0.215 -2.933 -0.770  0.223
S 1.042 -1.348 1.235  -0.296
C 1.474 -0.335 2.543  -0.186
C 2.192 -0.869 3.644  -0.211
C 2.543 -0.079 4.701  -0.199
C 2.195 1.286 4.711  -0.222
C 1.503 1.828 3.664  -0.200
C 1.124 1.033 2.554  -0.222
S 0.264 1.758 1.254  -0.094
H 2.453 -1.918 3.625  0.219
H 3.090 -0.498 5.535  0.214
H 2.479 1.902 5.553  0.213
H 1.231 2.875 3.661  0.220


No. 3
The following is a quantum chemistry calculation of 2 unconnected molecules or ions with the total composition C11H22INO3, from the OMol25 dataset.

Frontier orbital gap (spin up / spin down) = 5.247 / 5.232 eV
Net charge = -1
2S+1 = 2
HOMO (spin up / spin down) = -2.995 / -2.984 eV

Each line ends with the natural charge from an NBO analysis.
Atoms and positions in Å:
C 0.032 0.947 1.768  -0.672
C -0.566 1.323 0.405  0.101
C -0.039 2.697 0.005  -0.601
C -2.133 1.348 0.445  -0.512
C -2.931 0.228 -0.266  0.301
O -3.603 -0.584 0.689  -0.766
I -4.604 1.124 -1.362  0.016
C -2.167 -0.644 -1.262  -0.503
C -0.730 -0.963 -0.814  0.099
C 0.022 -1.708 -1.908  -0.603
C -0.678 -1.811 0.458  -0.652
N -0.107 0.373 -0.659  0.052
O 0.283 0.886 -1.764  -0.431
H 0.200 1.851 2.358  0.199
H -0.648 0.329 2.361  0.175
H 0.981 0.365 1.664  0.338
H 1.045 2.658 -0.101  0.240
H -0.297 3.395 0.805  0.195
H -0.465 3.044 -0.934  0.213
H -2.439 1.268 1.489  0.234
H -2.470 2.323 0.101  0.229
H -2.935 -1.182 1.065  0.482
H -2.741 -1.565 -1.395  0.221
H -2.095 -0.149 -2.231  0.238
H -0.242 -2.769 -1.869  0.197
H 1.093 -1.614 -1.726  0.247
H -0.194 -1.323 -2.902  0.216
H -0.848 -1.246 1.372  0.222
H 0.309 -2.258 0.580  0.270
H -1.416 -2.617 0.387  0.191
C 4.294 -0.921 0.028  -0.631
C 3.307 -0.007 0.778  -0.017
O 2.514 -0.653 1.655  -0.959
H 3.734 -1.685 -0.522  0.177
H 4.922 -0.362 -0.677  0.167
H 4.935 -1.435 0.751  0.182
H 2.738 0.542 -0.024  0.075
H 3.937 0.796 1.253  0.071


No. 4
The following is a quantum chemistry calculation of H2S2 in the gas phase, from the OMol25 dataset.

Frontier orbital gap = 9.100 eV
ΔE to the lowest compared entry with this formula, charge and spin = 12.66 kJ/mol
HOMO = -8.735 eV

Each line ends with the natural charge from an NBO analysis.
Atoms and positions in Å:
S -0.729 -0.732 -0.200  -0.135
S 0.503 0.749 0.533  -0.136
H 0.149 -1.731 -0.040  0.135
H 0.077 1.714 -0.293  0.135


No. 5
The following is a quantum chemistry calculation of 3 unconnected molecules or ions with the total composition C3H15N2O3, from the OMol25 dataset.

Frontier orbital gap = 10.420 eV
ΔE to the lowest compared entry with this formula, charge and spin = 140.93 kJ/mol
Net charge = +1
HOMO = -13.344 eV

Each line ends with the natural charge from an NBO analysis.
Atoms and positions in Å:
N -0.605 0.689 1.246  -0.682
C 0.474 -0.349 1.405  -0.094
C -0.039 -1.524 2.200  -0.100
O -0.032 -1.076 3.591  -0.736
C 1.133 -0.679 0.036  -0.237
N 2.171 0.316 -0.198  -0.854
H -0.830 0.992 0.290  0.472
H -0.351 1.509 1.770  0.444
H -1.444 0.277 1.656  0.443
H 1.309 0.070 1.951  0.257
H 0.501 -2.443 2.135  0.217
H -1.100 -1.753 2.060  0.186
H 0.535 -1.620 4.108  0.489
H 1.561 -1.669 0.169  0.219
H 0.388 -0.666 -0.754  0.205
H 3.014 -0.080 -0.598  0.386
H 1.919 1.031 -0.870  0.366
H -0.430 1.141 -4.513  0.476
H -1.526 1.641 -5.545  0.493
O -1.157 1.735 -4.670  -0.968
H -1.574 1.510 -2.027  0.504
H -2.249 0.208 -2.005  0.505
O -1.667 0.739 -1.441  -0.990


No. 6
The following is a quantum chemistry calculation of a molecular structure, C16H22FeNO4, from the OMol25 dataset.

Frontier orbital gap (spin up / spin down) = 6.160 / 3.925 eV
ΔE to the lowest compared entry with this formula, charge and spin = 186.11 kJ/mol
Net charge = +1
2S+1 = 5
HOMO (spin up / spin down) = -8.736 / -11.066 eV

Each line ends with the Löwdin charge.
Atoms and positions in Å:
C -2.828 -4.035 0.761  -0.030
O -2.804 -2.779 1.460  -0.075
C -2.471 -1.641 0.798  -0.387
C -1.992 -0.486 1.533  -0.160
C -0.654 0.077 1.039  -0.186
C -0.427 -0.138 -0.421  -0.084
C -1.386 -0.755 -1.181  -0.056
C -2.524 -1.438 -0.617  -0.077
Fe -3.801 -0.021 0.758  0.254
C -3.492 1.600 1.314  -0.139
O -3.336 2.654 1.780  0.164
C -4.679 -0.452 2.165  -0.150
O -5.246 -0.318 3.177  0.156
C -5.258 0.476 -0.149  -0.108
O -6.195 1.088 -0.456  0.143
H -3.323 -4.725 1.448  0.101
H -3.379 -3.980 -0.188  0.089
H -1.800 -4.379 0.583  0.102
H -2.038 -0.544 2.625  0.134
H -0.595 1.149 1.306  0.106
H 0.145 -0.433 1.628  0.119
H 0.486 0.270 -0.856  0.075
H -1.294 -0.794 -2.272  0.118
H -3.138 -2.106 -1.236  0.126
C 2.999 -0.673 -1.842  -0.016
C 3.207 0.526 -0.935  -0.554
C 4.397 0.296 -0.018  0.002
C 3.355 1.832 -1.736  -0.105
C 2.846 2.928 -0.798  -0.133
C 1.947 2.225 0.222  -0.112
N 2.012 0.788 -0.113  0.126
H 3.910 -0.837 -2.432  0.107
H 2.792 -1.584 -1.267  0.100
H 2.174 -0.500 -2.545  0.094
H 5.297 0.114 -0.617  0.113
H 4.583 1.167 0.621  0.100
H 4.234 -0.587 0.613  0.103
H 4.389 1.975 -2.061  0.135
H 2.724 1.773 -2.633  0.129
H 3.676 3.401 -0.265  0.122
H 2.295 3.699 -1.337  0.122
H 2.305 2.400 1.249  0.151
H 0.904 2.568 0.181  0.136
H 1.988 0.199 0.714  0.145


No. 7
The following is a quantum chemistry calculation of a molecular structure, C43H33Br2GeN3O4W, from the OMol25 dataset.

Frontier orbital gap (spin up / spin down) = 5.722 / 5.733 eV
ΔE to the lowest compared entry with this formula, charge and spin = 154.68 kJ/mol
Net charge = +1
2S+1 = 2
HOMO (spin up / spin down) = -10.305 / -10.247 eV

Each line ends with the Löwdin charge.
Atoms and positions in Å:
W 0.400 -0.591 -0.047  1.638
C -1.082 -2.671 3.265  -0.052
O -1.523 -1.516 3.948  -0.053
C -0.726 -0.409 3.936  -0.198
C -0.721 0.389 5.076  0.053
C 0.071 1.529 5.130  -0.044
C 0.877 1.884 4.076  -0.007
C 0.890 1.126 2.882  -0.138
C 1.707 1.504 1.797  -0.032
N 1.674 0.835 0.606  -0.217
N 2.528 1.259 -0.372  0.121
C 2.372 0.599 -1.487  -0.369
O 1.364 -0.281 -1.579  -0.223
C 3.372 0.631 -2.539  -0.163
C 4.179 1.740 -2.783  -0.007
C 5.205 1.640 -3.702  -0.057
C 5.448 0.441 -4.358  -0.057
C 4.639 -0.660 -4.123  -0.061
C 3.593 -0.564 -3.231  -0.022
C 0.042 -0.028 2.830  -0.181
O -0.005 -0.748 1.680  -0.251
H -1.582 -3.511 3.745  0.106
H 0.001 -2.802 3.356  0.107
H -1.347 -2.659 2.196  0.077
H -1.349 0.100 5.900  0.134
H 0.080 2.122 6.030  0.117
H 1.490 2.769 4.125  0.121
H 2.445 2.289 1.912  0.143
H 3.984 2.657 -2.250  0.119
H 5.834 2.493 -3.900  0.112
H 6.280 0.360 -5.042  0.112
H 4.837 -1.595 -4.624  0.110
H 2.955 -1.413 -3.015  0.117
C 3.654 -1.680 0.672  0.006
C 2.702 -2.806 0.401  -0.235
C 3.042 -4.132 0.490  0.014
C 2.092 -5.148 0.326  0.042
C 0.761 -4.791 0.054  -0.180
C -0.325 -5.682 -0.119  -0.590
Br -0.058 -7.539 0.154  0.830
C -1.589 -5.246 -0.477  -0.140
C -1.829 -3.899 -0.682  -0.565
Br -3.519 -3.251 -1.232  0.880
C -0.801 -2.961 -0.496  -0.341
O -0.936 -1.641 -0.753  -0.276
C 0.467 -3.409 -0.089  -0.140
N 1.411 -2.407 0.093  -0.004
H 4.557 -2.053 1.144  0.094
H 3.185 -0.954 1.352  0.080
H 3.947 -1.165 -0.247  0.087
H 4.065 -4.400 0.709  0.126
H 2.380 -6.183 0.408  0.096
H -2.380 -5.965 -0.617  0.108
C -3.465 -0.227 -4.110  -0.092
C -4.176 0.131 -2.976  -0.096
C -3.510 0.589 -1.852  -0.113
C -2.121 0.694 -1.850  -0.325
C -1.412 0.303 -2.988  -0.136
C -2.081 -0.135 -4.120  -0.081
Ge -1.077 1.368 -0.274  0.969
C -2.412 1.222 1.189  -0.308
C -3.010 -0.029 1.354  -0.150
C -4.106 -0.174 2.184  -0.074
C -4.594 0.921 2.884  -0.077
C -3.974 2.154 2.765  -0.079
C -2.886 2.306 1.922  -0.092
C -0.717 3.316 -0.614  -0.280
C -1.429 3.986 -1.605  -0.097
C -1.242 5.344 -1.798  -0.076
C -0.320 6.037 -1.029  -0.082
C 0.402 5.374 -0.050  -0.085
C 0.201 4.021 0.158  -0.128
H -3.990 -0.586 -4.984  0.103
H -5.253 0.058 -2.961  0.105
H -4.065 0.887 -0.973  0.099
H -0.323 0.372 -3.002  0.082
H -1.530 -0.407 -5.009  0.103
H -2.628 -0.886 0.793  0.074
H -4.595 -1.132 2.258  0.107
H -5.454 0.817 3.530  0.104
H -4.348 3.005 3.314  0.104
H -2.414 3.269 1.790  0.098
H -2.138 3.436 -2.207  0.098
H -1.815 5.860 -2.554  0.107
H -0.163 7.091 -1.191  0.104
H 1.125 5.906 0.550  0.102
H 0.762 3.507 0.928  0.064


No. 8
The following is a quantum chemistry calculation of 2 unconnected molecules or ions with the total composition C2O2S, from the OMol25 dataset.

Frontier orbital gap = 11.395 eV
ΔE to the lowest compared entry with this formula, charge and spin = 30.78 kJ/mol
HOMO = -10.755 eV

Each line ends with the natural charge from an NBO analysis.
Atoms and positions in Å:
C -1.132 0.879 -0.289  0.492
C 0.978 -0.540 -0.057  0.408
O -2.040 0.437 0.231  -0.491
O 0.185 -1.369 0.038  -0.462
S 2.009 0.594 0.077  0.053


No. 9
The following is a quantum chemistry calculation of a gas-phase ion, C7H12N3 (charge +1), from the OMol25 dataset.

Frontier orbital gap = 9.846 eV
ΔE to the lowest compared entry with this formula, charge and spin = 415.76 kJ/mol
Net charge = +1
HOMO = -12.975 eV

Each line ends with the natural charge from an NBO analysis.
Atoms and positions in Å:
C 1.606 -1.871 -0.407  -0.458
C 1.008 -0.688 -0.480  0.306
N -0.379 -0.413 -0.588  -0.452
C -1.498 -1.062 -0.073  -0.220
C -2.359 0.082 0.549  -0.366
C -2.017 1.289 -0.310  -0.479
C -0.575 1.084 -0.510  0.526
N 0.575 1.676 -0.543  -0.333
N 1.626 0.807 -0.335  -0.217
C 2.287 1.051 0.919  -0.421
H 2.701 -1.967 -0.271  0.253
H 0.873 -2.803 -0.553  0.273
H -1.317 -1.804 0.745  0.220
H -2.092 -1.519 -0.776  0.207
H -2.055 0.183 1.543  0.215
H -3.408 -0.148 0.456  0.242
H -2.089 2.158 0.331  0.263
H -2.564 1.324 -1.170  0.263
H 2.305 1.024 -1.106  0.451
H 2.358 2.075 1.038  0.249
H 1.507 0.860 1.595  0.222
H 3.234 0.499 1.140  0.256


No. 10
The following is a quantum chemistry calculation of C4H5NO2 in the gas phase, from the OMol25 dataset.

Frontier orbital gap = 10.945 eV
ΔE to the lowest compared entry with this formula, charge and spin = 347.21 kJ/mol
HOMO = -10.165 eV

Each line ends with the natural charge from an NBO analysis.
Atoms and positions in Å:
O 2.611 -0.317 0.074  -0.547
C 1.412 0.007 -0.181  0.757
O 0.923 1.258 0.132  -0.485
C -0.534 1.164 0.094  -0.101
C -0.941 -0.347 -0.342  -0.091
N -0.387 -1.217 0.669  -0.550
C 0.317 -0.775 -0.514  -0.238
H -0.859 1.880 -0.804  0.195
H -1.038 1.395 1.101  0.206
H -1.795 -0.426 -0.934  0.225
H -0.165 -0.818 1.675  0.378
H 0.457 -1.803 -0.970  0.250


No. 11
The following is a quantum chemistry calculation of a molecular structure, C2H6FNiO2, from the OMol25 dataset.

Frontier orbital gap (spin up / spin down) = 10.584 / 9.027 eV
ΔE to the lowest compared entry with this formula, charge and spin = 164.10 kJ/mol
Net charge = +1
2S+1 = 3
HOMO (spin up / spin down) = -15.678 / -15.384 eV

Each line ends with the natural charge from an NBO analysis.
Atoms and positions in Å:
F 0.529 -0.107 1.403  -0.575
Ni -0.222 -1.313 2.393  1.483
O -1.973 -1.523 2.311  -1.085
H -2.498 -1.738 1.540  0.494
C 1.098 0.290 -1.750  -0.268
O -0.005 -0.033 -0.896  -0.446
C -0.218 0.714 0.163  0.345
H 2.005 0.440 -1.149  0.200
H 1.224 -0.557 -2.429  0.234
H 0.873 1.201 -2.318  0.212
H 0.361 1.639 0.111  0.182
H -1.175 0.989 0.620  0.223


Results for max |F|: 0.056, 0.090, 0.008, 0.011, 0.054, 0.129, 0.095, 0.041, 0.111, 0.195, 0.068 (in hartree/bohr, following the order of the records).